<one>
DFT (the ωB97M-V functional and the def2-TZVPD basis) results for a cluster of 2 separate species, C2H8N in total.

ORCA input file:
```
! wB97M-V def2-TZVPD RIJCOSX def2/J DEFGRID3
* xyz 1 1
C -1.74 0.19 0.03
C 0.50 -0.79 -0.12
N 1.33 0.42 0.05
H -1.63 0.62 -1.04
H -2.23 -0.70 0.27
H -1.29 0.60 0.84
H 0.73 -1.43 -0.93
H 0.19 -1.22 0.82
H 0.96 1.11 -0.63
H 2.30 0.21 0.07
H 1.21 0.64 0.97
*
```

Calculated values
Gap between HOMO and LUMO (spin up / spin down): 8.92 / 9.59 eV
HOMO (spin up / spin down): -13.842 / -14.177 eV

Atomic partial charges in e from the natural (NBO) method, atoms 1 to 6: -0.3863, -0.3140, -0.6891, 0.2355, 0.2093, 0.1632

***

<two>
DFT (the ωB97M-V functional and the def2-TZVPD basis) results for a cluster of 2 separate species, C2H8N in total.

ORCA input file:
```
! wB97M-V def2-TZVPD RIJCOSX def2/J DEFGRID3
* xyz 1 1
N 0.76 -0.61 -1.48
H 1.71 -0.51 -1.88
H 0.90 -1.47 -0.94
H 0.59 0.14 -0.79
H 0.05 -0.56 -2.21
C -0.80 0.94 0.70
C -0.59 0.09 1.72
H -0.03 1.66 0.45
H -1.73 0.89 0.15
H 0.01 0.39 2.57
H -0.87 -0.96 1.71
*
```

Calculated values
Gap between HOMO and LUMO: 9.55 eV
HOMO: -13.795 eV

Atomic partial charges in e from the natural (NBO) method, atoms 1 to 6: -0.8785, 0.4530, 0.4610, 0.4704, 0.4661, -0.4989

***

Which of them is the most stable? Correct choice: <two>.

***

<one>
DFT (the ωB97M-V functional and the def2-TZVPD basis) results for a cluster of 3 separate species, C4H13NO2 in total.

ORCA input file:
```
! wB97M-V def2-TZVPD RIJCOSX def2/J DEFGRID3
* xyz 1 2
C 1.03 -1.12 -1.64
C 0.59 -0.83 -0.20
C -0.63 -1.20 0.33
N -1.47 -2.13 -0.27
C 1.62 -0.11 0.73
H 0.31 -0.77 -2.40
H 1.99 -0.80 -1.82
H 1.18 -2.24 -1.62
H -0.85 -1.04 1.32
H -2.13 -2.49 0.40
H -1.04 -2.81 -0.81
H 1.03 0.42 1.54
H 2.66 -0.73 0.88
H 2.13 0.82 0.28
H -0.85 2.84 2.37
H -1.71 3.17 1.36
O -1.02 3.59 1.73
H -1.06 2.61 -0.56
H -0.66 1.05 -0.50
O -1.14 1.77 -1.12
*
```

Calculated values
Gap between HOMO and LUMO (spin up / spin down): 10.69 / 7.16 eV
HOMO (spin up / spin down): -14.812 / -14.853 eV

Atomic partial charges in e from the natural (NBO) method, atoms 1 to 6: -0.6865, 0.2338, 0.0529, -0.5752, -0.7302, 0.2842

***

<two>
DFT (the ωB97M-V functional and the def2-TZVPD basis) results for a cluster of 3 separate species, C4H13NO2 in total.

ORCA input file:
```
! wB97M-V def2-TZVPD RIJCOSX def2/J DEFGRID3
* xyz 1 2
C 1.70 1.67 0.73
C 0.42 1.04 0.23
C 0.16 -0.46 0.57
C -0.78 -1.01 1.35
N 1.28 -1.11 -0.08
H 1.99 1.27 1.70
H 2.46 1.40 0.03
H 1.67 2.79 0.76
H -0.30 1.68 0.69
H 0.12 1.15 -0.80
H -1.40 -0.18 1.91
H -0.94 -2.06 1.52
H 2.22 -0.62 0.02
H 1.34 -2.09 -0.09
H -1.04 -2.06 -1.65
H -0.52 -1.36 -3.05
O -1.25 -1.61 -2.52
H -2.09 0.86 -1.04
H -2.55 -0.11 -0.02
O -2.48 0.80 -0.25
*
```

Calculated values
Gap between HOMO and LUMO (spin up / spin down): 11.29 / 6.99 eV
HOMO (spin up / spin down): -15.301 / -15.253 eV

Atomic partial charges in e from the natural (NBO) method, atoms 1 to 6: -0.6179, -0.4770, 0.2674, -0.2019, -0.5744, 0.2258

***

<three>
DFT (the ωB97M-V functional and the def2-TZVPD basis) results for a cluster of 2 separate species, C4H13NO2 in total.

ORCA input file:
```
! wB97M-V def2-TZVPD RIJCOSX def2/J DEFGRID3
* xyz 1 2
C -3.14 -0.36 1.27
C -2.07 -1.34 0.79
N -1.13 -0.77 -0.18
C -0.35 0.41 0.09
C 0.27 0.97 -1.22
O 1.59 1.36 -1.03
H -3.76 -0.03 0.44
H -2.68 0.51 1.74
H -3.78 -0.87 1.99
H -2.54 -2.18 0.27
H -1.47 -1.77 1.61
H -0.54 -1.54 -0.50
H 0.39 0.23 0.89
H -1.04 1.18 0.43
H 0.21 0.19 -1.98
H -0.26 1.83 -1.59
H 2.35 0.83 -1.29
H 4.11 -0.79 0.77
H 3.34 0.39 0.29
O 4.10 -0.16 0.05
*
```

Calculated values
Gap between HOMO and LUMO (spin up / spin down): 11.28 / 6.41 eV
HOMO (spin up / spin down): -14.667 / -14.665 eV

Atomic partial charges in e from the natural (NBO) method, atoms 1 to 6: -0.6326, -0.2730, -0.0795, -0.3254, -0.0504, -0.7311

***

<four>
DFT (the ωB97M-V functional and the def2-TZVPD basis) results for a cluster of 2 separate species, C4H13NO2 in total.

ORCA input file:
```
! wB97M-V def2-TZVPD RIJCOSX def2/J DEFGRID3
* xyz 1 2
C -0.09 1.76 0.37
C 0.14 0.30 -0.17
C -1.23 -0.26 -0.57
O 1.15 0.32 -1.21
C 1.31 2.56 0.48
N 2.35 1.92 1.20
H -0.65 1.66 1.29
H -0.62 2.27 -0.34
H 0.54 -0.27 0.63
H -1.80 0.41 -1.19
H -1.00 -1.22 -1.00
H -1.66 -0.22 0.44
H 0.86 -0.36 -1.83
H 1.08 3.61 0.94
H 1.63 2.73 -0.58
H 3.26 2.16 0.75
H 2.27 0.89 1.37
H -2.54 -5.33 -0.57
H -2.83 -6.82 0.03
O -2.17 -6.12 -0.03
*
```

Calculated values
Gap between HOMO and LUMO (spin up / spin down): 9.85 / 4.59 eV
HOMO (spin up / spin down): -13.254 / -13.254 eV

Atomic partial charges in e from the natural (NBO) method, atoms 1 to 6: -0.4103, 0.1066, -0.6255, -0.7477, -0.3232, -0.2822

***

Which of them is the most stable? Correct choice: <three>.

***

<one>
DFT (the ωB97M-V functional and the def2-TZVPD basis) results for a structure of composition S2.

ORCA input file:
```
! wB97M-V def2-TZVPD RIJCOSX def2/J DEFGRID3
* xyz 0 1
S 0.00 0.00 1.32
S 0.00 0.00 -1.32
*
```

Calculated values
Gap between HOMO and LUMO: 5.48 eV
HOMO: -9.791 eV

Population analysis type natural (NBO), resulting atomic charges in e: 0.0000, 0.0000

***

<two>
DFT (the ωB97M-V functional and the def2-TZVPD basis) results for the molecule S2.

ORCA input file:
```
! wB97M-V def2-TZVPD RIJCOSX def2/J DEFGRID3
* xyz 0 1
S 0.00 0.00 0.96
S 0.00 0.00 -0.96
*
```

Calculated values
Gap between HOMO and LUMO: 5.75 eV
HOMO: -8.403 eV

Population analysis type natural (NBO), resulting atomic charges in e: 0.0000, 0.0000

***

<three>
DFT (the ωB97M-V functional and the def2-TZVPD basis) results for a structure of composition S2.

ORCA input file:
```
! wB97M-V def2-TZVPD RIJCOSX def2/J DEFGRID3
* xyz 0 1
S 0.24 1.37 0.18
S -0.24 -1.37 -0.18
*
```

Calculated values
Gap between HOMO and LUMO: 5.40 eV
HOMO: -9.964 eV

Population analysis type natural (NBO), resulting atomic charges in e: 0.0000, 0.0000

***

<four>
DFT (the ωB97M-V functional and the def2-TZVPD basis) results for a cluster of 2 separate species, S2 in total.

ORCA input file:
```
! wB97M-V def2-TZVPD RIJCOSX def2/J DEFGRID3
* xyz 0 1
S 0.56 1.51 0.39
S -0.56 -1.51 -0.39
*
```

Calculated values
Gap between HOMO and LUMO: 4.48 eV
HOMO: -9.613 eV

Population analysis type natural (NBO), resulting atomic charges in e: 0.0000, 0.0000

***

Which of them is the most stable? Correct choice: <two>.

***

<one>
DFT (the ωB97M-V functional and the def2-TZVPD basis) results for a cluster of 2 separate species, C6H11N5 in total.

ORCA input file:
```
! wB97M-V def2-TZVPD RIJCOSX def2/J DEFGRID3
* xyz 2 1
C 0.93 2.61 -0.30
C 0.37 2.98 0.91
C 0.75 1.25 -0.46
C -0.40 -2.62 -2.12
C 0.95 0.42 -1.48
C 0.14 -1.58 0.49
N -0.17 1.80 1.50
N -0.65 -3.26 -3.04
N 0.00 0.78 0.69
N -0.36 -0.43 1.08
N -1.17 -0.35 2.21
H 1.53 3.36 -0.95
H 0.12 3.93 1.39
H 1.37 0.87 -2.44
H 0.55 -0.58 -1.58
H -0.12 -1.97 -0.62
H 1.20 -1.50 0.53
H -0.32 -2.39 1.07
H -1.00 -3.52 -3.95
H -0.79 -0.85 3.07
H -0.88 1.77 2.21
H -2.05 -0.72 1.77
*
```

Calculated values
Gap between HOMO and LUMO (spin up / spin down): 6.96 / 6.66 eV
HOMO (spin up / spin down): -17.163 / -16.998 eV

Atomic partial charges in e from the natural (NBO) method, atoms 1 to 6: -0.2205, 0.0362, 0.0259, 0.2767, -0.1235, -0.5637

***

<two>
DFT (the ωB97M-V functional and the def2-TZVPD basis) results for the ion C6H11N5 with charge +2.

ORCA input file:
```
! wB97M-V def2-TZVPD RIJCOSX def2/J DEFGRID3
* xyz 2 1
C 1.26 0.75 -1.73
C -1.89 -0.05 -1.43
C 0.97 0.98 0.62
C -0.43 0.46 0.39
C -0.61 -1.02 0.15
C -0.21 -2.10 1.12
N 0.04 0.95 -1.94
N -1.53 -1.17 -0.74
N 1.74 0.79 -0.37
N -0.94 1.02 -0.95
N 1.35 1.34 1.82
H 2.07 0.83 -2.48
H -2.31 -0.05 -2.45
H -1.20 0.73 1.18
H -0.09 -1.74 2.19
H 0.68 -2.78 0.98
H -0.96 -2.93 1.24
H -2.10 -2.04 -1.04
H 2.78 0.92 -0.29
H -1.51 1.93 -0.81
H 0.69 1.32 2.62
H 2.22 1.87 1.91
*
```

Calculated values
Gap between HOMO and LUMO: 6.60 eV
HOMO: -15.421 eV

Atomic partial charges in e from the natural (NBO) method, atoms 1 to 6: 0.2801, -0.0799, 0.5526, -0.1602, 0.1236, -0.7179

***

Which of them is the most stable? Correct choice: <two>.

***

<one>
DFT (the ωB97M-V functional and the def2-TZVPD basis) results for the ion C3H6IN2O with charge +1.

ORCA input file:
```
! wB97M-V def2-TZVPD RIJCOSX def2/J DEFGRID3
* xyz 1 1
C 0.38 -0.94 1.39
N -0.04 0.00 0.39
C -0.33 1.26 0.56
O -0.69 1.84 -0.54
N -0.78 0.84 -1.52
C -0.18 -0.33 -1.01
I 1.80 -0.94 -2.07
H 0.54 -0.42 2.34
H -0.38 -1.71 1.52
H 1.31 -1.41 1.08
H -0.28 1.83 1.47
H -0.57 1.19 -2.45
H -0.80 -1.22 -1.17
*
```

Calculated values
Gap between HOMO and LUMO: 8.88 eV
SMILES string: C[N+]1=CON[C@H]1I
HOMO: -13.691 eV

Atomic partial charges in e from the natural (NBO) method, atoms 1 to 6: -0.4265, -0.3343, 0.5187, -0.2177, -0.3126, 0.0412

***

<two>
DFT (the ωB97M-V functional and the def2-TZVPD basis) results for the ion C3H6IN2O with charge +1.

ORCA input file:
```
! wB97M-V def2-TZVPD RIJCOSX def2/J DEFGRID3
* xyz 1 1
C 1.69 0.79 -0.49
C -0.32 -0.29 -0.85
C 0.07 -0.20 1.48
N 0.63 0.74 -1.20
N -0.99 -0.08 0.44
O 2.82 1.02 -0.34
I 0.10 -2.13 2.17
H -1.08 -0.25 -1.55
H 0.12 -1.23 -0.77
H -0.24 0.58 2.26
H 0.48 1.18 -2.20
H -1.64 0.82 0.58
H -1.65 -0.93 0.46
*
```

Calculated values
Gap between HOMO and LUMO (spin up / spin down): 7.16 / 7.16 eV
HOMO (spin up / spin down): -12.189 / -12.192 eV

Atomic partial charges in e from the natural (NBO) method, atoms 1 to 6: 0.9146, -0.0277, -0.5790, -0.6632, -0.5906, -0.3446

***

Which of them is the most stable? Correct choice: <one>.